1.
Entry from the OMol25 dataset: C24H31Cl5N4NiO3S as an isolated structure at a distorted geometry (the ωB97M-V functional and the def2-TZVPD basis).

Calculated values
- <S²>: 2.0059
- Spin multiplicity: 3
- LUMO (spin up / spin down): 0.40 / 0.39 eV
- Strongest force on any atom: 0.0320 Eh/bohr

Each line ends with the Löwdin charge.
Geometry (Å):
Ni  -0.01909  1.54404  0.38483  0.34
Cl  0.18241  1.73134  2.74943  0.83
C  1.80641  1.74504  2.17293  -0.68
C  1.93831  2.00244  0.80653  -0.22
C  3.24381  2.00124  0.32743  -0.69
Cl  3.55541  2.37214  -1.33197  0.69
C  4.34661  1.72834  1.13953  -0.71
Cl  5.94381  1.69164  0.48893  0.66
C  4.15801  1.46714  2.49213  -0.71
Cl  5.50361  1.12544  3.51123  0.67
C  2.86961  1.48434  3.02283  -0.70
Cl  2.61721  1.15514  4.69063  0.69
C  0.02131  4.97644  1.36303  -0.35
S  -0.63999  3.90364  0.04503  0.84
C  0.51811  4.33664  -1.27937  -0.35
H  1.03821  4.68294  1.60693  0.03
H  -0.62219  4.86054  2.22873  0.03
H  -0.00819  6.00504  1.01513  0.04
H  0.20901  5.27134  -1.73597  0.04
H  0.47441  3.52014  -1.99097  0.02
H  1.51771  4.41914  -0.86987  0.02
N  -0.86939  0.74634  -3.68887  0.13
C  -0.98389  0.61684  -2.30227  -0.70
N  -1.82769  -0.21036  -1.77717  0.10
O  -0.24079  1.40524  -1.63797  -0.14
H  -1.20799  -0.01576  -4.25307  0.08
H  -0.03039  1.19054  -4.02507  0.09
H  -2.35439  -0.74906  -2.45537  0.06
H  -1.97839  0.27844  -0.27417  0.02
C  -4.19009  -0.05926  0.93743  -0.03
C  -3.28549  1.17774  0.91423  -0.65
C  -3.78859  2.17084  -0.13867  -0.03
C  -3.24659  1.83984  2.29193  -0.04
O  -1.96239  0.76414  0.62093  -0.16
H  -5.20839  0.22604  1.18853  0.08
H  -3.83299  -0.77126  1.67683  0.08
H  -4.18379  -0.54066  -0.03677  0.08
H  -4.81809  2.46044  0.06543  0.09
H  -3.73039  1.71894  -1.12597  0.08
H  -3.16689  3.06344  -0.13547  0.03
H  -4.23499  2.17974  2.59303  0.09
H  -2.57719  2.69664  2.25913  0.06
H  -2.87319  1.13224  3.02883  0.08
C  1.15491  -4.24456  -2.19727  -0.01
N  1.50631  -2.98046  -1.60437  -0.06
N  0.82241  -2.48886  -0.50737  0.07
C  1.01571  -1.12246  -0.41847  -0.37
O  0.56451  -0.44166  0.51103  -0.02
C  1.82531  -0.78216  -1.54227  0.06
C  2.06041  -1.91906  -2.25397  -0.25
C  2.79091  -2.10456  -3.53447  0.00
C  0.27201  -3.32836  0.47133  -0.19
C  0.93671  -4.49386  0.84483  -0.03
C  0.36891  -5.34016  1.77793  -0.08
C  -0.84529  -5.01796  2.35943  -0.09
C  -1.48179  -3.83716  2.01573  -0.07
C  -0.93599  -2.98676  1.07113  0.01
H  0.30811  -4.67016  -1.66157  0.10
H  1.99031  -4.94626  -2.14417  0.10
H  0.87581  -4.10606  -3.24217  0.09
H  2.13121  0.21714  -1.76537  0.06
H  3.27081  -1.17416  -3.81707  0.09
H  2.10561  -2.39716  -4.32957  0.08
H  3.54551  -2.88136  -3.43677  0.09
H  1.90171  -4.72216  0.41603  0.11
H  0.88201  -6.24896  2.05603  0.10
H  -1.29049  -5.68376  3.08553  0.10
H  -2.41969  -3.58196  2.48603  0.10
H  -1.41859  -2.06216  0.79743  0.11

---

2.
Entry from the OMol25 dataset: C24H31ClCsF6GeN5O6S2 as an isolated structure (the ωB97M-V functional and the def2-TZVPD basis).

Calculated values
- Energy above the lowest of the compared OMol25 structures with the same formula, charge and spin: 1.96 kcal per mole
- LUMO: 3.78 eV
- Strongest force on any atom: 0.0051 Eh/bohr
- Net charge: -2

Each line ends with the Löwdin charge.
Geometry (Å):
Cs  0.65097  -0.47237  -0.00180  1.01
F  4.74562  -1.39160  3.07364  0.12
C  4.26869  -2.60991  2.79334  -0.67
F  5.09006  -3.50890  3.34910  0.12
F  4.30694  -2.77773  1.46996  0.12
S  2.54795  -2.78384  3.43610  0.56
O  1.82957  -1.72544  2.78314  -0.35
O  2.71178  -2.74362  4.85774  -0.28
N  2.16499  -4.24735  2.99667  -0.29
S  1.45931  -4.60728  1.63115  0.57
O  1.73072  -5.97495  1.30167  -0.28
O  1.54459  -3.60990  0.60171  -0.35
C  -0.32152  -4.61569  2.10307  -0.67
F  -0.55554  -5.50393  3.07559  0.13
F  -1.06799  -4.95693  1.04391  0.12
F  -0.71697  -3.41521  2.52288  0.13
O  0.80562  2.13314  -1.36129  -0.22
C  1.36784  2.74505  -2.31105  -0.45
C  0.67502  3.69080  -3.13652  -0.04
C  1.29604  4.37481  -4.15384  -0.15
C  2.65083  4.18253  -4.44854  -0.17
C  3.35680  3.27013  -3.67922  -0.10
C  2.75456  2.55702  -2.64554  -0.13
C  3.56344  1.61878  -1.85253  -0.30
N  3.33316  0.34413  -1.60215  0.06
C  4.37778  -0.09355  -0.82379  -0.16
C  5.25690  0.92066  -0.59285  -0.11
N  4.73184  2.00452  -1.26158  0.10
H  -0.37378  3.84606  -2.91083  0.10
H  0.71793  5.07755  -4.74750  0.09
H  3.12867  4.71609  -5.26049  0.07
H  4.40304  3.07574  -3.90233  0.10
H  4.42609  -1.11017  -0.46781  0.09
H  6.16911  0.97485  -0.02547  0.09
H  5.06456  2.95125  -1.24412  0.15
C  -3.69771  -2.62927  0.49092  -0.08
C  -3.88590  -3.03271  -0.89250  -0.28
N  -4.03981  -3.36113  -1.98415  0.11
H  -4.67426  -2.49758  0.95667  0.07
H  -3.14604  -1.66946  0.57139  0.03
H  -3.14633  -3.39786  1.02968  0.06
Cl  1.10902  1.06111  -5.88892  0.69
C  0.12796  -0.07379  -5.01470  -0.63
C  -0.87829  -0.77520  -5.65198  -0.11
C  -1.62733  -1.66450  -4.89719  -0.07
C  -1.33350  -1.81128  -3.55082  -0.13
N  -0.36309  -1.13006  -2.94416  0.02
C  0.35470  -0.27012  -3.65973  -0.16
H  -1.06806  -0.62214  -6.70623  0.10
H  -2.43459  -2.23420  -5.33736  0.10
H  -1.91020  -2.49117  -2.93620  0.07
H  1.13202  0.28877  -3.14644  0.07
C  -4.19150  2.67964  2.90829  -0.25
Ge  -3.91896  0.88577  2.09012  0.66
C  -5.39434  0.77852  0.76496  -0.24
C  -4.41653  -0.38117  3.53119  -0.23
C  -2.25599  0.39946  1.33540  -0.42
H  -5.19862  2.77415  3.32640  -0.01
H  -4.05330  3.45951  2.15604  0.00
H  -3.45998  2.84543  3.70165  0.00
H  -6.35096  1.07273  1.20614  0.00
H  -5.48788  -0.23853  0.38063  -0.01
H  -5.19101  1.43588  -0.08332  0.01
H  -5.41239  -0.16362  3.92637  0.00
H  -3.70087  -0.32880  4.35423  0.01
H  -4.41024  -1.40557  3.15407  -0.01
H  -1.52151  0.11765  2.10047  -0.09
H  -1.85332  1.11168  0.60822  -0.08
C  1.69895  2.35778  2.10803  -0.10
C  0.69444  1.81750  3.11760  -0.34
O  -0.52423  2.54076  3.11090  -0.11
H  2.61590  1.75930  2.12260  0.07
H  1.95629  3.39236  2.34560  0.07
H  1.29435  2.35096  1.09588  0.03
H  1.10713  1.88813  4.12870  0.11
H  0.51028  0.75189  2.94053  0.07
H  -1.14893  2.07441  2.52063  0.02

---

3.
Entry from the OMol25 dataset: a 3-piece molecular cluster, C24H31FN4O7S overall at a distorted geometry (the ωB97M-V functional and the def2-TZVPD basis).

Calculated values
- LUMO: -0.37 eV
- SMILES: CCOC(=O)CCCc1c(ON=O)cc2c(c1O)Sc1cc(F)ccc1N2.CNC(C)=O.CNC(C)=O
- Strongest force on any atom: 0.0344 Eh/bohr

Each line ends with the Löwdin charge.
Geometry (Å):
C  -3.19440  -3.99168  -0.78393  -0.06
C  -1.88240  -4.50193  -0.13889  -0.22
O  -1.42623  -3.59437  0.87085  0.00
C  -0.36325  -4.07139  1.56951  -0.47
O  0.21150  -5.09184  1.23361  0.08
C  0.11810  -3.26546  2.78402  -0.09
C  1.19330  -2.29074  2.25913  -0.16
C  1.84927  -1.38720  3.37929  -0.08
C  1.50576  0.07368  3.02583  -0.08
C  0.47429  0.76453  3.65360  -0.24
O  -0.22082  0.09601  4.65348  -0.07
N  -1.51535  -0.33678  4.20017  0.02
O  -2.35324  0.29284  4.69599  0.11
C  0.17656  2.06624  3.27121  0.05
C  0.87150  2.72285  2.28253  -0.26
C  1.93935  2.03275  1.68906  -0.35
C  2.26659  0.73341  2.03718  -0.26
O  3.33632  0.14667  1.35996  0.01
S  2.83424  2.93741  0.42109  1.05
C  1.44633  3.74623  -0.39042  -0.44
C  1.40794  3.89328  -1.75976  -0.03
C  0.29265  4.49165  -2.32469  -0.28
F  0.26777  4.62284  -3.66984  0.06
C  -0.74809  4.91776  -1.53425  -0.03
C  -0.66247  4.78350  -0.15401  -0.01
C  0.42724  4.19677  0.46261  -0.27
N  0.51062  4.05496  1.88956  0.06
H  -3.17652  -4.12530  -1.87499  0.07
H  -3.36750  -2.92727  -0.57525  0.07
H  -4.05889  -4.56446  -0.42038  0.07
H  -1.12300  -4.56302  -0.92744  0.12
H  -2.09328  -5.48934  0.28547  0.12
H  0.48049  -3.99707  3.51291  0.13
H  -0.76200  -2.71488  3.14699  0.10
H  0.68980  -1.63142  1.53317  0.12
H  1.94431  -2.85462  1.68878  0.12
H  2.93125  -1.54344  3.38109  0.12
H  1.35099  -1.66193  4.31414  0.11
H  -0.65061  2.55020  3.79923  0.13
H  2.94285  -0.22748  0.54724  0.11
H  2.26287  3.52830  -2.33136  0.12
H  -1.61108  5.34833  -2.03176  0.11
H  -1.51532  5.14158  0.42464  0.12
H  1.29230  4.64731  2.18567  0.13
C  4.83446  -1.26617  -3.67581  -0.07
N  3.55074  -1.09574  -3.02073  0.01
C  2.91988  -1.94896  -2.17155  -0.56
C  3.61018  -3.25010  -1.84353  -0.01
O  1.83483  -1.64588  -1.70081  0.02
H  5.49532  -0.45020  -3.37882  0.08
H  4.68953  -1.22543  -4.75669  0.08
H  5.29618  -2.21213  -3.41365  0.07
H  3.03331  -0.24796  -3.19494  0.14
H  2.98384  -3.81986  -1.16172  0.08
H  3.76139  -3.83893  -2.74909  0.09
H  4.56824  -3.05974  -1.35763  0.09
C  -5.62623  1.13580  -1.29849  -0.07
N  -4.92722  2.40449  -1.21365  0.01
C  -3.64546  2.68253  -1.56798  -0.52
C  -2.81106  1.55539  -2.12409  0.01
O  -3.19931  3.81241  -1.43312  0.02
H  -6.50122  1.25474  -1.93993  0.08
H  -5.95905  0.84629  -0.30026  0.08
H  -4.99144  0.35450  -1.70280  0.07
H  -5.42516  3.20204  -0.85031  0.14
H  -1.81849  1.93251  -2.35711  0.08
H  -2.71386  0.75570  -1.38843  0.09
H  -3.25913  1.16721  -3.03989  0.09

---

| no. | calculated total energy (eV) |
| --- | --- |
| 1 | -151985.9599 |
| 2 | -152690.0578 |
| 3 | -59234.1740 |